{
  "formula": "C2H5O2S",
  "method": "ωB97M-V/def2-TZVPD",
  "species": ["C", "C", "O", "O", "S", "H", "H", "H", "H", "H"],
  "positions_angstrom": [[0.7204, 0.6467, 0.3051], [-0.3482, 0.3380, -0.7307], [0.1664, -2.1856, 0.0333], [-1.6284, -1.1499, 1.1784], [-1.0618, -1.4290, -0.2364], [0.4925, 1.0193, 1.3814], [1.5119, -0.2816, 0.3562], [1.2560, 1.6072, -0.0262], [0.0435, 0.3275, -1.7810], [-1.1523, 1.1074, -0.4801]],
  "atomic_forces_ev_per_a": [[3.37, 0.40, 0.69], [-1.15, 0.15, 1.84], [1.51, -0.94, -0.97], [-0.16, 0.31, -2.25], [-1.11, 1.46, 2.65], [-0.56, -1.45, -1.77], [-1.87, 2.39, 0.05], [-0.11, -1.37, -0.01], [-0.45, 0.14, 0.93], [0.52, -1.10, -1.16]],
  "e_homo_ev": -3.07,
  "relative_energy_kj_mol": 196.4,
  "gap_ev": 7.22,
  "charge": -1
}